Entry 1:
{
  "formula": "C26H54O2P4Re",
  "method": "ωB97M-V with the def2-TZVPD basis set",
  "species": ["P", "C", "H", "H", "H", "C", "H", "H", "H", "C", "H", "H", "H", "P", "C", "H", "H", "H", "C", "H", "H", "H", "C", "H", "H", "H", "P", "C", "H", "H", "H", "C", "H", "H", "H", "C", "H", "H", "H", "Re", "C", "O", "C", "O", "C", "C", "C", "C", "C", "C", "H", "H", "H", "H", "H", "H", "C", "C", "C", "P", "C", "C", "C", "C", "C", "C", "H", "H", "H", "H", "H", "H", "H", "H", "H", "H", "H", "H", "H", "H", "H", "H", "H", "H", "H", "H", "H"],
  "coordinates": [[3.726, -1.568, -0.248], [4.325, -1.233, 1.465], [5.218, -1.827, 1.709], [3.514, -1.498, 2.157], [4.543, -0.164, 1.580], [4.991, -2.778, -0.832], [5.348, -2.486, -1.827], [4.471, -3.741, -0.915], [5.832, -2.879, -0.133], [4.380, -0.045, -1.065], [5.374, -0.242, -1.492], [4.433, 0.769, -0.329], [3.682, 0.248, -1.862], [-1.484, 5.263, -0.853], [-1.347, 4.885, 0.896], [-1.460, 5.922, 1.321], [-0.381, 4.432, 1.184], [-2.153, 4.235, 1.286], [0.025, 5.526, -1.794], [-0.002, 5.120, -2.824], [0.938, 5.117, -1.317], [0.036, 6.645, -1.808], [-2.984, 4.843, -1.750], [-3.397, 5.866, -1.928], [-3.714, 4.268, -1.147], [-2.826, 4.277, -2.689], [-1.910, -3.550, 0.302], [-2.794, -3.736, 1.906], [-3.751, -4.267, 1.802], [-2.989, -2.734, 2.306], [-2.151, -4.273, 2.614], [-3.353, -3.026, -0.718], [-4.262, -3.560, -0.399], [-3.145, -3.235, -1.778], [-3.492, -1.943, -0.586], [-1.826, -5.301, -0.265], [-2.812, -5.742, -0.462], [-1.292, -5.901, 0.480], [-1.247, -5.305, -1.195], [-0.397, 0.557, -2.147], [0.863, 1.412, -0.803], [1.538, 1.885, 0.011], [-1.887, 0.655, -0.782], [-2.690, 0.720, 0.052], [-1.699, 0.288, -3.729], [-1.102, -0.929, -3.352], [0.301, -1.020, -3.216], [1.071, 0.116, -3.518], [0.470, 1.334, -3.856], [-0.918, 1.425, -3.913], [-2.766, 0.383, -3.767], [-1.724, -1.785, -3.125], [0.755, -1.928, -2.879], [2.149, 0.079, -3.411], [1.052, 2.222, -3.983], [-1.390, 2.384, -4.133], [1.337, -3.530, 2.756], [0.633, -3.029, 4.026], [1.252, -3.642, 5.277], [0.535, -1.151, 3.953], [-1.242, -0.788, 4.377], [-1.832, -1.590, 5.537], [-1.465, 0.722, 4.550], [1.547, -0.336, 5.305], [1.215, -0.692, 6.750], [3.050, -0.475, 5.017], [2.418, -3.328, 2.790], [0.927, -3.064, 1.850], [1.204, -4.617, 2.668], [-0.422, -3.348, 3.976], [2.293, -3.324, 5.428], [0.674, -3.433, 6.185], [1.263, -4.735, 5.156], [-1.753, -1.099, 3.446], [-1.455, -1.251, 6.508], [-2.920, -1.435, 5.538], [-1.658, -2.669, 5.452], [-2.536, 0.914, 4.695], [-0.928, 1.117, 5.424], [-1.139, 1.274, 3.661], [1.283, 0.727, 5.158], [1.404, -1.747, 6.974], [1.875, -0.102, 7.403], [0.186, -0.443, 7.030], [3.310, -0.047, 4.041], [3.614, 0.075, 5.782], [3.387, -1.520, 5.043]],
  "atomic_forces_ev_per_a": [[4.578, 0.953, 0.565], [-1.299, -0.172, 0.678], [-0.402, 0.026, -0.267], [0.430, 0.086, 0.192], [-0.154, -0.298, -0.113], [-1.281, -1.042, -0.662], [-0.219, -0.115, 0.198], [0.532, -0.157, -0.093], [-0.431, 0.261, 0.021], [-1.376, 0.571, -0.399], [-0.353, -0.172, 0.161], [-0.108, -0.255, -0.310], [0.508, 0.171, 0.008], [-0.091, -0.675, -0.118], [-0.097, 0.413, 0.589], [0.250, -1.084, 0.287], [-0.305, 0.491, -0.259], [0.189, 0.497, -0.411], [0.345, 0.361, -0.185], [-0.348, 0.404, 0.488], [-0.602, 0.445, 0.068], [0.647, -0.766, -0.373], [-0.562, 0.144, -0.081], [-0.166, -0.909, -0.367], [0.473, 0.467, -0.031], [0.121, 0.632, 0.399], [-0.690, -0.469, -0.172], [0.229, 0.195, 0.186], [0.323, 0.081, -0.008], [-0.083, -0.194, 0.034], [-0.200, 0.040, -0.066], [0.182, 0.379, -0.053], [0.298, 0.210, -0.256], [-0.189, 0.039, 0.276], [-0.238, -0.279, -0.121], [0.382, 0.144, 0.020], [0.211, 0.199, 0.181], [-0.099, 0.018, -0.214], [-0.087, -0.212, 0.102], [0.115, 1.767, 10.782], [2.125, 1.809, 1.809], [-1.637, -1.287, -1.956], [-3.739, 0.432, 2.896], [2.558, -0.233, -2.584], [-1.429, -1.444, -1.899], [-1.309, -1.721, -2.201], [0.331, -0.969, -1.639], [2.324, -0.556, -2.153], [1.346, 0.323, -1.726], [-1.088, 1.987, -2.129], [-0.355, -0.093, 0.097], [0.020, 0.073, 0.137], [0.161, -0.334, 0.196], [-0.128, -0.026, 0.018], [0.324, 0.289, -0.015], [0.153, -0.294, 0.092], [0.092, -0.205, -0.225], [0.069, 0.005, -0.938], [0.168, 0.037, 0.416], [-0.924, -1.199, 3.344], [-0.094, 0.604, -1.233], [0.079, -0.383, 0.403], [0.024, 0.028, 0.014], [0.652, 0.860, -1.040], [-0.391, -0.452, 0.420], [0.159, -0.035, -0.028], [-0.200, -0.106, 0.116], [-0.010, -0.160, 0.114], [0.089, 0.288, 0.004], [0.283, 0.333, -0.150], [-0.314, -0.121, 0.008], [0.164, -0.061, -0.296], [-0.028, 0.277, -0.095], [-0.022, 0.028, 0.281], [-0.166, -0.146, -0.335], [0.280, -0.004, -0.094], [-0.094, 0.261, 0.079], [0.261, -0.030, 0.005], [-0.214, -0.097, -0.206], [-0.036, 0.007, 0.149], [0.108, -0.254, 0.028], [-0.069, 0.403, 0.003], [-0.100, -0.045, -0.294], [0.352, -0.052, -0.055], [-0.002, -0.048, 0.176], [-0.127, -0.162, -0.222], [-0.083, 0.280, 0.033]],
  "lowdin_charge": [1.091, -0.217, 0.083, 0.000, 0.061, -0.204, 0.069, 0.061, 0.084, -0.214, 0.086, 0.056, 0.020, 1.017, -0.222, 0.087, 0.058, 0.068, -0.216, 0.065, 0.066, 0.084, -0.214, 0.084, 0.074, 0.058, 0.747, -0.305, 0.065, 0.018, 0.029, -0.315, 0.062, 0.035, 0.007, -0.295, 0.065, 0.043, 0.033, 1.166, -0.147, 0.121, -0.120, 0.151, -0.174, -0.178, -0.182, -0.205, -0.181, -0.210, 0.150, 0.135, 0.139, 0.122, 0.143, 0.147, -0.138, -0.510, -0.076, 1.292, -0.533, -0.065, -0.105, -0.514, -0.062, -0.105, 0.063, 0.026, 0.100, 0.085, 0.082, 0.082, 0.113, 0.088, 0.078, 0.112, 0.079, 0.100, 0.084, 0.067, 0.106, 0.075, 0.116, 0.070, 0.055, 0.104, 0.077],
  "charge": 4,
  "lumo_energy_ev": [-12.9, -14.3],
  "homo_lumo_gap_ev": [4.67, 3.17],
  "spin_multiplicity": 4,
  "e_above_lowest_ev": 3.431,
  "homo_energy_ev": [-17.6, -17.5]
}

Entry 2:
{
  "formula": "C26H55INO21S6",
  "method": "ωB97M-V with the def2-TZVPD basis set",
  "species": ["O", "C", "I", "C", "C", "C", "N", "C", "C", "C", "C", "O", "O", "H", "H", "H", "H", "H", "H", "H", "O", "S", "O", "O", "C", "C", "C", "H", "H", "H", "H", "H", "H", "H", "H", "O", "S", "O", "O", "C", "C", "C", "H", "H", "H", "H", "H", "H", "H", "H", "O", "S", "O", "O", "C", "C", "C", "H", "H", "H", "H", "H", "H", "H", "H", "O", "S", "O", "O", "C", "C", "C", "H", "H", "H", "H", "H", "H", "H", "H", "O", "S", "O", "O", "C", "C", "C", "H", "H", "H", "H", "H", "H", "H", "H", "O", "S", "O", "O", "C", "C", "C", "H", "H", "H", "H", "H", "H", "H", "H"],
  "coordinates": [[1.960, 1.202, 1.632], [0.939, 1.907, 1.732], [0.092, 2.205, 3.752], [0.258, 2.541, 0.393], [-1.226, 3.007, 0.852], [-2.346, 1.946, 0.740], [-3.686, 2.248, 1.159], [-4.059, 3.554, 1.676], [-3.040, 4.724, 1.851], [-1.566, 4.412, 1.419], [-0.402, 5.490, 1.581], [-0.192, 5.918, 2.752], [0.441, 5.976, 0.541], [0.208, 1.699, -0.397], [0.870, 3.440, 0.013], [-2.096, 0.881, 0.339], [-4.417, 1.514, 1.102], [-5.150, 3.722, 1.975], [-3.343, 5.743, 2.290], [1.258, 5.417, 0.573], [-3.293, -0.539, -0.756], [-4.346, -0.536, -1.748], [-5.718, -0.275, -1.398], [-4.276, -1.908, -2.593], [-4.309, -3.149, -1.881], [-5.711, -3.491, -1.415], [-3.883, 0.556, -3.060], [-3.607, -3.132, -1.043], [-3.965, -3.920, -2.575], [-6.053, -2.790, -0.650], [-5.741, -4.495, -0.988], [-6.420, -3.435, -2.244], [-2.859, 0.335, -3.361], [-3.951, 1.578, -2.685], [-4.573, 0.419, -3.892], [4.834, 6.292, 3.235], [4.973, 6.139, 1.811], [4.049, 5.347, 1.036], [6.478, 5.655, 1.479], [6.975, 4.481, 2.123], [6.415, 3.219, 1.494], [5.089, 7.746, 1.076], [6.770, 4.512, 3.197], [8.061, 4.489, 2.002], [5.341, 3.132, 1.675], [6.899, 2.332, 1.909], [6.560, 3.228, 0.412], [5.819, 8.335, 1.629], [4.105, 8.212, 1.136], [5.385, 7.635, 0.033], [7.219, 1.369, -0.954], [7.358, 1.210, -2.380], [6.435, 0.417, -3.149], [8.864, 0.722, -2.709], [9.359, -0.449, -2.060], [8.800, -1.714, -2.683], [7.477, 2.812, -3.123], [9.154, -0.412, -0.986], [10.445, -0.442, -2.180], [7.726, -1.800, -2.502], [9.284, -2.598, -2.262], [8.946, -1.710, -3.766], [8.209, 3.403, -2.572], [6.495, 3.281, -3.065], [7.774, 2.696, -4.165], [-1.861, -0.632, 5.992], [-2.526, -1.655, 5.225], [-3.708, -2.319, 5.706], [-1.443, -2.771, 4.787], [-0.654, -3.392, 5.803], [-1.444, -4.440, 6.564], [-2.860, -1.022, 3.605], [-0.236, -2.642, 6.481], [0.187, -3.875, 5.299], [-2.241, -3.980, 7.154], [-0.795, -4.993, 7.246], [-1.918, -5.143, 5.874], [-1.955, -0.556, 3.215], [-3.656, -0.282, 3.694], [-3.184, -1.843, 2.966], [-4.093, -7.410, 1.962], [-5.472, -7.160, 1.628], [-5.884, -5.953, 0.958], [-6.377, -7.354, 2.954], [-6.038, -6.611, 4.125], [-6.482, -5.164, 4.018], [-6.100, -8.547, 0.726], [-4.966, -6.682, 4.332], [-6.559, -7.083, 4.961], [-5.914, -4.634, 3.250], [-6.332, -4.643, 4.967], [-7.537, -5.102, 3.741], [-5.831, -9.462, 1.252], [-5.645, -8.535, -0.265], [-7.182, -8.451, 0.640], [-1.446, 2.094, -7.318], [-1.064, 0.815, -6.778], [-1.235, 0.495, -5.382], [0.465, 0.501, -7.200], [1.473, 1.460, -6.879], [1.853, 1.403, -5.411], [-1.826, -0.459, -7.742], [1.154, 2.466, -7.166], [2.348, 1.214, -7.484], [1.026, 1.732, -4.777], [2.710, 2.049, -5.210], [2.101, 0.380, -5.115], [-1.661, -0.249, -8.798], [-2.893, -0.453, -7.519], [-1.392, -1.419, -7.463]],
  "atomic_forces_ev_per_a": [[-4.316, 2.995, 0.328], [3.941, -2.431, -1.243], [0.286, -0.113, -1.015], [-1.482, 0.301, 1.453], [-2.867, 0.258, 0.036], [0.885, 2.583, 0.971], [2.511, 2.854, 0.363], [2.799, 1.203, -0.078], [1.183, -4.159, -1.526], [-2.131, -2.036, -1.112], [1.499, 1.892, 4.393], [-1.494, -2.026, -4.910], [-1.480, -2.353, 1.078], [0.115, 1.474, 1.315], [-0.914, -1.641, 0.621], [-0.917, 2.098, 0.774], [0.685, 0.572, -0.109], [1.817, -0.539, -0.580], [0.475, -1.949, -0.840], [-0.404, 0.888, 0.052], [-0.523, 0.072, 0.337], [-0.313, -0.731, -1.819], [0.797, 0.068, 0.586], [0.277, 1.461, 0.318], [-0.338, -1.135, 0.641], [-0.198, 0.166, 0.113], [0.169, -0.121, 0.032], [-0.004, 0.171, -0.110], [0.093, 0.383, -0.141], [0.025, -0.106, -0.025], [0.085, 0.095, -0.032], [0.120, -0.047, 0.014], [-0.087, -0.016, -0.048], [-0.064, -0.095, 0.061], [0.031, -0.030, 0.123], [-0.226, -0.475, -0.724], [0.987, 0.327, -0.017], [-0.083, 0.140, 0.481], [-0.921, 0.826, -0.089], [0.254, -1.128, 0.422], [-0.340, 0.070, -0.058], [0.100, -0.032, -0.094], [-0.084, 0.192, -0.105], [-0.156, 0.356, -0.098], [0.091, -0.015, 0.042], [0.048, 0.108, -0.068], [0.100, -0.059, 0.177], [-0.053, -0.116, -0.018], [0.028, -0.142, 0.071], [-0.019, -0.033, 0.100], [-0.107, -0.435, -0.652], [0.662, 0.048, -0.367], [0.209, 0.276, 0.641], [-0.776, 0.812, -0.004], [0.275, -1.010, 0.348], [-0.340, -0.070, -0.065], [0.151, 0.008, -0.035], [-0.094, 0.155, -0.105], [-0.153, 0.346, -0.091], [0.100, -0.005, 0.007], [0.049, 0.116, -0.010], [0.086, -0.001, 0.114], [-0.044, -0.096, -0.034], [0.024, -0.154, 0.066], [-0.022, -0.042, 0.104], [-0.464, -0.541, -0.136], [0.447, -0.504, -0.214], [0.540, 0.533, 0.003], [-0.728, 0.941, -0.365], [0.470, -0.634, 0.865], [-0.335, 0.050, 0.136], [0.086, -0.093, -0.206], [-0.142, 0.084, -0.139], [-0.189, 0.250, -0.247], [0.093, -0.037, -0.022], [0.031, 0.061, -0.109], [0.141, 0.029, 0.025], [-0.011, -0.069, 0.089], [0.035, -0.090, 0.183], [0.029, 0.032, 0.086], [-0.556, 0.566, -0.167], [-0.455, -0.608, 0.458], [0.506, -0.286, 0.252], [0.324, -0.314, -1.005], [0.155, 0.724, 0.787], [0.048, 0.227, -0.230], [-0.113, -0.033, 0.095], [-0.052, -0.083, -0.183], [-0.004, -0.223, -0.314], [-0.021, -0.042, 0.086], [0.001, -0.113, -0.023], [0.068, -0.059, 0.102], [-0.008, 0.122, -0.002], [0.041, 0.112, 0.116], [0.100, 0.035, 0.035], [0.216, -0.422, 0.725], [0.489, -0.389, -0.724], [-0.090, 0.482, -0.354], [-1.098, -0.199, -0.017], [0.748, 0.660, 0.418], [-0.202, -0.015, 0.279], [0.131, -0.080, -0.021], [-0.154, -0.144, -0.027], [-0.315, -0.190, -0.116], [0.064, 0.007, -0.067], [-0.018, -0.070, -0.108], [0.070, 0.101, -0.086], [0.025, 0.028, 0.119], [0.101, 0.111, 0.061], [-0.008, 0.109, 0.005]],
  "lowdin_charge": [-0.025, -0.690, 0.908, -0.081, -0.138, 0.043, 0.078, 0.038, 0.090, -0.009, -0.354, 0.096, 0.052, 0.147, 0.126, 0.137, 0.162, 0.142, 0.141, 0.107, -0.325, 0.606, -0.279, -0.251, -0.254, -0.065, -0.109, 0.117, 0.128, 0.073, 0.059, 0.090, 0.058, 0.076, 0.085, -0.272, 0.604, -0.309, -0.261, -0.258, -0.075, -0.118, 0.118, 0.126, 0.069, 0.088, 0.059, 0.079, 0.077, 0.075, -0.289, 0.607, -0.282, -0.262, -0.267, -0.075, -0.120, 0.116, 0.125, 0.070, 0.083, 0.086, 0.076, 0.075, 0.076, -0.294, 0.592, -0.278, -0.263, -0.263, -0.072, -0.134, 0.118, 0.125, 0.072, 0.084, 0.084, 0.039, 0.070, 0.076, -0.279, 0.608, -0.296, -0.261, -0.263, -0.073, -0.118, 0.115, 0.126, 0.065, 0.082, 0.086, 0.078, 0.077, 0.077, -0.275, 0.607, -0.301, -0.260, -0.264, -0.076, -0.117, 0.118, 0.126, 0.064, 0.081, 0.088, 0.079, 0.076, 0.077],
  "charge": 1,
  "lumo_energy_ev": -4.9,
  "homo_lumo_gap_ev": 7.32,
  "spin_multiplicity": 1,
  "homo_energy_ev": -12.2
}